No. 1
Here is a structure of composition C6H21MnN4 from the Open Molecules 2025 dataset. Energies are from ωB97M-V/def2-TZVPD.

Computed properties:
Frontier orbital gap (alpha / beta)   2.363 / 4.876 eV
Net charge   -1
Electronic energy   -43838.1926 eV
Expectation value of S²   8.98
Multiplicity   6

XYZ file:
```
32
Properties=species:S:1:pos:R:3:forces:R:3:lowdin_spin:R:1
C -0.851 0.837 -1.257 -0.0347 1.8175 -0.9862 0.052
Mn 0.056 -0.727 -0.496 1.3679 -1.4677 0.2681 4.023
N -1.909 -1.199 0.224 -1.2197 -0.7809 0.1574 0.050
H 1.456 -1.218 -1.266 0.4301 0.5141 -0.5009 -0.095
H 1.261 -1.913 -0.702 -0.3142 -1.0079 0.0685 -0.105
H -0.169 1.194 -2.032 -0.3250 0.2892 -0.3306 0.012
H -1.089 1.700 -0.622 -0.4715 -0.1809 -0.2838 0.013
H -1.727 0.367 -1.708 -0.2669 0.5427 -0.3424 0.016
H -1.898 -0.538 1.004 -0.0583 -0.3059 -0.2591 0.015
H -2.159 -2.120 0.568 -0.0504 0.0527 0.2149 0.013
H -2.619 -0.915 -0.448 0.0973 0.0028 0.2586 0.008
C 1.968 -2.469 3.123 0.0906 0.6363 -0.3639 0.139
N 2.016 -1.007 3.181 0.4072 0.3186 0.3548 0.015
C 2.577 -0.426 4.382 0.2726 0.0937 0.5142 0.255
C 1.367 -0.254 2.251 -0.9280 -1.3055 -0.6036 0.056
N 0.442 -0.879 1.518 1.1846 1.0002 1.8133 0.050
N 1.683 1.050 2.075 0.4338 0.2846 -0.0338 0.009
C 2.907 1.649 2.582 0.2373 0.3019 0.1565 0.090
C 0.877 1.969 1.280 -0.2149 -0.3327 0.2534 0.041
H 2.729 -2.855 3.805 -0.1462 -0.0037 -0.1866 0.037
H 2.192 -2.763 2.091 -0.0834 -0.2731 0.2157 0.007
H 0.981 -2.851 3.424 0.1270 -0.1554 0.0666 0.038
H 3.612 -0.087 4.169 -0.3937 -0.1859 0.7133 0.048
H 1.956 0.430 4.734 0.4115 -0.5762 -0.0660 0.059
H 2.595 -1.206 5.166 -0.0363 0.6058 -0.3391 0.052
H 0.316 -1.767 2.001 -0.4134 0.1839 -0.6951 0.009
H 3.150 2.525 1.971 -0.1423 -0.2042 0.0475 0.007
H 2.755 1.986 3.615 0.3232 0.1299 -0.1932 0.034
H 3.786 0.990 2.550 -0.4513 0.0206 -0.1104 0.026
H 1.502 2.403 0.482 -0.2928 -0.1422 0.2083 0.002
H 0.056 1.414 0.814 0.3175 0.4255 0.3069 0.009
H 0.490 2.779 1.931 0.1425 -0.2980 -0.3232 0.015
```
Forces are in eV/Å.


No. 2
Here is a structure of composition C26H36ClLuN3O2 from the Open Molecules 2025 dataset. Energies are from ωB97M-V/def2-TZVPD.

Computed properties:
Frontier orbital gap (alpha / beta)   3.875 / 3.544 eV
Net charge   -1
Electronic energy   -82255.1584 eV

XYZ file:
```
69
Properties=species:S:1:pos:R:3:forces:R:3:lowdin_charge:R:1
Lu -0.751 0.041 0.063 3.2103 -0.2443 0.7895 1.246
Cl -2.385 0.341 1.797 -0.5038 0.1283 0.5068 -0.068
N -0.004 2.186 -0.165 -1.0563 1.5628 -1.0393 0.006
N -0.183 -2.183 0.148 -0.7413 -1.0516 -0.7687 0.000
C -0.941 2.970 -0.686 1.3211 -1.7235 0.7331 -0.355
C -0.894 -3.021 -0.595 0.7561 1.8563 0.7240 -0.353
C 1.029 3.061 0.448 -0.1969 -0.2539 0.1347 -0.557
C 0.347 4.428 0.445 -0.6590 0.3405 -0.1263 -0.043
C 2.272 3.106 -0.426 0.2134 -0.0226 -0.2254 -0.033
C 1.341 2.559 1.842 0.0645 0.2475 0.0816 -0.044
H 2.009 3.375 -1.459 0.0853 -0.1055 0.1765 0.080
H 2.799 2.145 -0.426 -0.1588 0.1571 -0.0398 0.082
H 2.950 3.877 -0.035 -0.0445 -0.1885 -0.0619 0.088
H 0.436 2.573 2.462 0.2206 -0.0515 -0.0340 0.087
H 2.106 3.197 2.305 -0.1262 -0.1831 0.0371 0.101
H 1.707 1.525 1.835 -0.0961 0.2619 0.0533 0.040
C 0.711 -2.995 1.023 -0.2434 0.4916 0.0575 -0.557
C 0.540 -4.404 0.461 -0.3794 -0.4087 -0.6125 -0.050
C 0.217 -2.890 2.456 -0.2050 -0.0345 0.1860 -0.031
C 2.145 -2.511 0.926 0.3266 -0.0480 -0.0567 -0.042
H 2.481 -2.520 -0.118 -0.0260 0.0418 0.1416 0.081
H 2.789 -3.187 1.507 -0.0382 0.1842 -0.0762 0.094
H 2.253 -1.501 1.342 -0.1162 -0.2718 -0.0519 0.051
H -0.837 -3.196 2.516 0.1775 0.0318 0.0260 0.093
H 0.321 -1.858 2.818 0.0552 -0.2196 0.0171 0.052
H 0.817 -3.550 3.097 -0.1048 0.1905 -0.0044 0.096
O -0.570 -4.292 -0.505 0.4936 -1.0597 0.3318 0.028
H 0.247 -5.154 1.207 0.0587 0.2674 -0.1893 0.130
H 1.416 -4.763 -0.096 -0.2203 0.1117 0.0972 0.127
O -0.819 4.256 -0.449 0.4144 0.8266 0.2299 0.040
H 0.951 5.246 0.033 -0.1598 -0.2771 0.0803 0.128
H -0.035 4.716 1.435 0.0129 -0.1057 -0.3047 0.133
C -2.111 2.451 -1.477 0.2381 -0.1339 0.0444 -0.069
C -2.019 -2.599 -1.493 0.2351 0.0212 0.1050 -0.073
C -1.676 -1.297 -2.182 0.3833 -1.6388 -0.7492 -0.283
H -2.899 -2.462 -0.840 -0.0660 0.0390 -0.1164 0.127
H -2.242 -3.414 -2.190 0.0756 0.1367 0.1241 0.118
C -2.112 -0.077 -1.615 -2.6926 -0.4198 2.4838 -0.317
C -1.732 1.162 -2.179 0.3866 1.8967 -0.8197 -0.298
H -2.647 -0.087 -0.577 -0.9291 -0.1088 -2.5877 0.017
C -0.921 1.177 -3.317 -0.5829 0.4791 0.7225 -0.273
C -0.491 -0.039 -3.853 1.0153 0.3344 -1.0231 -0.067
C -0.481 2.478 -3.932 0.1082 0.0171 -0.1297 -0.051
C -0.855 -1.271 -3.309 -0.4674 -0.8631 0.9827 -0.275
H 0.145 -0.025 -4.740 -0.1596 0.0047 0.1254 0.084
C -0.344 -2.555 -3.907 0.1037 0.0069 -0.1400 -0.057
H 0.122 -2.361 -4.878 -0.0702 -0.0267 0.1123 0.069
H -1.151 -3.281 -4.063 0.1142 0.0640 -0.0035 0.072
H 0.414 -3.042 -3.275 -0.1209 0.0906 -0.0445 0.077
H -1.306 3.196 -4.009 0.1349 -0.0828 -0.0045 0.073
H -0.092 2.306 -4.942 -0.0755 0.0230 0.1427 0.071
H 0.326 2.965 -3.362 -0.1177 -0.0944 -0.0126 0.068
H -2.446 3.232 -2.171 0.0603 -0.0393 0.1832 0.120
H -2.923 2.274 -0.751 0.0163 0.0445 -0.2014 0.123
C 3.970 0.000 2.959 0.4849 -0.0653 -0.4014 -0.106
C 2.855 0.002 3.923 -1.0408 -0.0974 2.3046 -0.438
C 3.000 -0.029 5.346 -0.0138 0.0688 -1.4710 -0.129
C 1.700 0.045 5.874 -1.0077 0.1039 -1.2298 -0.125
C 0.817 0.117 4.749 2.2850 -0.3257 1.0221 -0.435
C -0.646 0.246 4.816 -0.6067 0.0035 -0.0851 -0.121
N 1.533 0.061 3.585 -0.0072 0.1145 0.0240 0.029
H 4.693 0.784 3.223 -0.0043 -0.1414 -0.2032 0.064
H 3.625 0.181 1.932 0.0940 -0.0451 0.1306 0.044
H 4.501 -0.963 2.990 0.0700 0.1433 -0.2535 0.062
H 3.950 -0.088 5.861 -0.0250 0.0285 0.1439 0.061
H 1.372 0.060 6.905 0.1280 0.0113 0.0552 0.060
H -1.155 -0.637 4.403 -0.1134 0.1954 0.0207 0.036
H -0.945 0.353 5.865 -0.0626 -0.0090 -0.1523 0.064
H -0.999 1.125 4.260 -0.1043 -0.1859 0.0883 0.028
```
Forces are in eV/Å.


No. 3
Here is a cluster of 2 separate species, C5H13BNO7P in total from the Open Molecules 2025 dataset. Energies are from ωB97M-V/def2-TZVPD.

Computed properties:
Frontier orbital gap   1.325 eV
Net charge   -2
Electronic energy   -31184.5064 eV

XYZ file:
```
28
Properties=species:S:1:pos:R:3:forces:R:3:lowdin_charge:R:1
C -1.808 1.152 -0.244 -0.0503 -0.0526 -0.9138 -0.071
N -1.450 -0.271 -0.230 0.5805 0.1544 1.3775 -0.118
C -2.304 -1.123 0.633 -0.1207 0.1149 -0.1136 -0.043
C -0.105 -0.507 -0.153 -0.2843 -0.0962 -0.4031 -0.559
O 0.443 -1.296 0.616 -0.0910 -0.0759 -0.2158 -0.002
C 0.776 0.205 -1.170 0.2255 0.1244 0.8088 -0.299
P 2.519 0.299 -0.472 -0.7823 -0.3444 -0.5326 0.890
O 4.168 0.361 0.225 -0.0057 0.3749 0.1232 -0.188
B 4.536 1.519 0.830 0.0904 -0.3392 -0.0677 -0.991
O 5.014 2.594 0.109 0.1299 -0.1217 -0.1112 0.152
O 4.427 1.704 2.197 0.2568 0.1293 0.1237 0.147
H -1.846 1.537 -1.265 -0.0303 0.0409 -0.0839 0.076
H -1.103 1.779 0.307 -0.0191 0.0224 0.2526 0.076
H -2.802 1.264 0.167 -0.0589 -0.0477 0.1239 0.083
H -2.554 -2.050 0.108 -0.2581 -0.2341 0.0397 0.054
H -3.274 -0.650 0.762 -0.1576 -0.0495 -0.1779 0.069
H -1.865 -1.289 1.616 0.2810 0.0135 0.0379 0.074
H 0.418 1.213 -1.366 -0.0524 0.0691 -0.3090 0.057
H 0.750 -0.399 -2.075 -0.0093 0.0988 -0.2528 0.090
H 2.795 -1.037 -0.762 0.1442 0.0441 0.1063 0.046
H 2.896 1.267 -1.419 0.1462 -0.0420 0.0665 0.038
H 2.021 0.764 0.752 0.1214 0.0474 0.0531 0.055
H 5.362 3.248 0.716 -0.0580 0.2844 0.0666 0.088
H 4.173 0.883 2.623 -0.1550 -0.1275 0.0589 0.097
C -5.309 -2.803 -0.634 0.3125 0.5258 0.3635 -1.012
O -6.120 -3.506 -1.335 -0.0576 -0.0594 -0.0205 -0.254
O -5.745 -1.870 0.178 0.0731 -0.1795 -0.1954 -0.285
O -4.012 -2.988 -0.715 -0.1711 -0.2743 -0.2048 -0.272
```
Forces are in eV/Å.


No. 4
Here is an isolated molecule of C3H5FOS2 from the Open Molecules 2025 dataset. Energies are from ωB97M-V/def2-TZVPD.

Computed properties:
Frontier orbital gap   8.283 eV
SMILES   OC[C@H](F)C(=S)S
Net charge   0
Electronic energy   -29625.7748 eV

XYZ file:
```
12
Properties=species:S:1:pos:R:3:forces:R:3:lowdin_charge:R:1
O -2.562 0.427 0.115 0.7628 -1.7896 0.1886 -0.095
C -1.643 -0.571 0.638 1.4899 1.3623 1.2477 -0.174
C -0.586 -0.763 -0.477 0.0785 -0.8121 1.9063 -0.464
F -0.164 -2.052 -0.472 -0.4979 -1.3046 -0.5744 -0.002
C 0.610 0.024 -0.218 3.2026 2.6177 1.5213 -1.062
S 2.193 -0.334 0.347 -2.9812 -0.1506 -1.2492 0.599
S 0.313 1.752 -0.201 -0.7805 0.0991 -0.6172 0.763
H -3.106 0.574 0.871 -1.0805 0.6842 0.5968 0.075
H -2.022 -1.598 0.850 -0.3330 0.9059 -0.1560 0.138
H -1.141 -0.095 1.600 -0.9549 -1.3095 -1.7520 0.160
H -1.138 -0.462 -1.332 -0.0298 -0.0963 -1.4733 0.140
H -1.008 1.808 -0.655 1.1241 -0.2064 0.3614 -0.077
```
Forces are in eV/Å.


No. 5
Here is a structure of composition C15H25NPdS7Sb from the Open Molecules 2025 dataset. Energies are from ωB97M-V/def2-TZVPD.

Computed properties:
Frontier orbital gap (alpha / beta)   5.068 / 5.060 eV
Net charge   +1
Electronic energy   -103307.7656 eV

XYZ file:
```
50
Properties=species:S:1:pos:R:3:forces:R:3:lowdin_charge:R:1
Pd -0.020 -0.976 0.266 -0.2040 0.5679 -0.1822 0.279
S -1.145 -4.271 -1.256 0.0528 -0.0547 -0.1190 0.112
Sb -2.792 -2.857 1.770 -0.6621 0.0254 0.0019 0.421
S -1.756 -2.537 -0.702 0.1825 0.1848 0.6149 -0.096
S -0.721 -1.742 2.394 0.2010 0.3183 -0.8293 0.084
S -4.328 -1.219 1.605 0.1093 -0.2357 0.0353 -0.172
C 3.545 -0.747 2.081 0.0703 -0.0437 -0.3290 -0.511
C 3.562 0.442 1.117 -0.1715 -0.1035 0.1491 -0.461
S 2.084 0.691 0.063 0.0187 0.0454 -0.1136 0.894
C 2.711 0.287 -1.587 -0.0184 -0.1516 0.1550 -0.507
C 2.966 -1.195 -1.791 -0.1753 0.1200 -0.0689 -0.495
S 1.447 -2.177 -1.574 0.2304 -0.3181 0.0930 0.812
C 2.070 -3.485 -0.453 0.0655 0.3212 0.1400 -0.493
C 2.279 -3.016 0.990 0.5726 -0.3547 -0.4067 -0.542
S 3.938 -2.353 1.332 0.0594 0.0569 0.0771 0.903
H 2.596 -0.829 2.609 -0.0160 0.0348 0.0794 0.068
H 4.327 -0.591 2.823 -0.0303 0.0732 0.0540 0.078
H 4.419 0.377 0.447 0.0103 0.0577 0.0219 0.082
H 3.637 1.371 1.684 0.0720 -0.0100 0.0145 0.078
H 3.625 0.859 -1.746 -0.0085 0.0448 -0.0780 0.090
H 1.950 0.664 -2.273 0.0407 0.0174 -0.0559 0.065
H 3.690 -1.552 -1.066 0.1238 -0.0222 -0.0080 0.025
H 3.337 -1.391 -2.798 0.0059 0.0440 0.0046 0.089
H 2.982 -3.881 -0.899 -0.0425 -0.0670 -0.0254 0.088
H 1.311 -4.260 -0.491 -0.0475 -0.0878 0.0028 0.007
H 2.104 -3.836 1.680 -0.1123 -0.0851 0.0155 0.083
H 1.591 -2.223 1.221 -0.2451 0.0124 0.3225 -0.065
C -3.197 2.786 -1.992 -0.0307 -0.0886 -0.0661 0.017
N -2.655 1.393 -2.040 0.2326 0.2786 0.3228 -0.153
C -1.198 1.402 -2.380 -0.1573 0.0370 0.0283 0.007
C -2.949 0.597 -0.758 -0.0803 0.1587 0.1480 -0.156
C -2.267 1.139 0.456 0.0413 0.1988 -0.3270 -0.310
C -2.937 2.107 1.207 -0.0161 0.1835 0.0358 -0.063
C -2.371 2.664 2.338 -0.1369 0.0556 -0.0391 -0.049
C -1.101 2.267 2.724 0.1484 0.0804 -0.0318 -0.052
C -0.430 1.296 1.999 -0.0936 0.4002 -0.0273 -0.203
C -1.003 0.733 0.864 0.0263 -1.0897 0.6572 -0.270
H -3.004 3.278 -2.943 0.0138 -0.0566 -0.0013 0.108
H -2.701 3.322 -1.189 0.0381 -0.0318 0.0308 0.103
H -4.268 2.748 -1.803 0.0287 -0.0492 -0.0037 0.113
H -3.139 0.898 -2.785 -0.0626 -0.0702 -0.0412 0.182
H -0.676 2.023 -1.658 -0.0340 0.0501 0.0701 0.104
H -1.068 1.797 -3.385 -0.0434 0.0131 0.0075 0.111
H -0.819 0.388 -2.316 -0.0082 -0.1717 -0.0461 0.080
H -2.622 -0.407 -0.964 -0.0460 -0.1466 -0.2004 -0.006
H -4.029 0.593 -0.622 -0.0075 0.0236 -0.1120 0.104
H -3.948 2.383 0.920 0.0707 0.0119 0.0031 0.123
H -2.925 3.385 2.926 0.0255 -0.0448 -0.0359 0.117
H -0.642 2.683 3.613 -0.0266 -0.0276 -0.0412 0.117
H 0.540 0.973 2.342 0.0362 -0.1046 0.1042 0.060
```
Forces are in eV/Å.


no.,strongest force on any atom (hartree/bohr)
1,0.0464
2,0.0717
3,0.0292
4,0.0857
5,0.0248